Entry from the OMol25 dataset: a gas-phase ion, C3H5N2S (charge -1) in a non-equilibrium geometry (ωB97M-V/def2-TZVPD).

The HOMO energy (spin up / spin down) is -0.095 / -0.095 Ha. The calculation puts the gap between HOMO and LUMO (spin up / spin down) at 6.299 / 6.300 eV. As for the LUMO energy (spin up / spin down): 3.7 / 3.7 eV. The total charge is -1. As for the energy above the lowest of the compared OMol25 structures with the same formula, charge and spin: 65.8 kcal per mole.

Structure (XYZ):
```
11
Properties=species:S:1:pos:R:3:forces:R:3
C -0.664569 -1.807271 -1.082509 0.003 2.537 1.966
C -0.360561 -1.609241 0.245424 -1.703 -1.505 -1.159
C 0.565905 1.676600 -0.263077 1.582 1.934 -2.140
N 0.322411 0.277566 -0.430822 1.622 2.006 2.084
N -0.172528 -0.248289 0.614971 1.025 0.253 -1.954
S -0.478082 0.572084 2.077409 -0.482 -1.071 0.797
H -0.715672 -2.801016 -1.315683 -0.138 -3.245 -0.368
H -0.432077 -2.293065 1.077908 0.159 -0.068 0.286
H -0.034277 2.068627 -1.105144 0.243 0.579 0.302
H 0.274310 2.126157 0.685181 0.002 -0.094 -0.260
H 1.695139 2.037848 -0.503657 -2.314 -1.326 0.447
```
Positions in Å, forces in eV/Å.

natural (NBO) atomic charge list, values in e, 8 entries: atom 1 (C): -0.474, atom 2 (C): -0.278, atom 3 (C): -0.495, atom 4 (N): -0.137, atom 5 (N): -0.165, atom 6 (S): -0.328, atom 7 (H): 0.097, atom 8 (H): 0.172

Entry from the OMol25 dataset: a gas-phase ion, C3H5N2S (charge +1) in a non-equilibrium geometry (ωB97M-V/def2-TZVPD).

The HOMO energy is -0.495 Ha. The calculation puts the gap between HOMO and LUMO at 7.896 eV. As for the LUMO energy: -5.6 eV. The total charge is +1. As for the energy above the lowest of the compared OMol25 structures with the same formula, charge and spin: 70.0 kcal per mole.

Structure (XYZ):
```
11
Properties=species:S:1:pos:R:3:forces:R:3
C 2.060025 -1.322752 2.091819 -0.263 -0.187 -0.729
C 1.421796 -0.323531 1.810846 -0.275 -0.201 -0.721
C -0.647698 0.541213 -0.514126 1.405 -0.048 1.245
N -0.185629 -0.547143 -1.153759 -4.008 2.621 -0.826
N -1.672833 1.352129 -0.837260 0.314 -0.111 1.222
S 0.558003 1.064377 1.315649 -1.076 -0.995 -1.668
H 2.606569 -2.279507 2.170288 -0.528 1.246 0.295
H -0.539758 -0.891988 -2.046561 -0.576 0.456 0.261
H 0.680311 -0.913710 -1.026904 3.156 -0.924 1.456
H -2.304059 1.185358 -1.660509 1.011 0.169 1.102
H -1.976728 2.135553 -0.149482 0.839 -2.026 -1.638
```
Positions in Å, forces in eV/Å.

natural (NBO) atomic charge list, values in e, 8 entries: atom 1 (C): -0.065, atom 2 (C): -0.345, atom 3 (C): 0.526, atom 4 (N): -0.745, atom 5 (N): -0.777, atom 6 (S): 0.359, atom 7 (H): 0.280, atom 8 (H): 0.423

Entry from the OMol25 dataset: a single C3H5N3 molecule (ωB97M-V/def2-TZVPD).

The HOMO energy is -0.281 Ha. The calculation puts the gap between HOMO and LUMO at 8.661 eV. As for the LUMO energy: 1.0 eV. As for the energy above the lowest of the compared OMol25 structures with the same formula, charge and spin: 108.0 kcal per mole.

Structure (XYZ):
```
11
Properties=species:S:1:pos:R:3:forces:R:3
N 0.471573 1.910368 0.032769 -0.256 0.011 0.015
C 0.322376 0.611836 0.400866 0.146 -0.283 0.208
C 0.458355 -0.748246 -0.119793 -0.014 0.004 -0.245
N -0.726507 -1.322130 -0.875400 -0.445 0.247 0.172
N -1.852370 -0.884448 -0.817830 0.449 -0.245 -0.255
C 0.230245 -0.336740 1.285702 0.203 0.319 0.091
H 0.153816 2.579677 0.719119 -0.026 0.014 -0.111
H 0.147430 2.108536 -0.901491 0.051 0.092 0.034
H 1.396324 -1.113699 -0.567021 -0.245 -0.169 0.333
H -0.480699 -2.182479 -1.416388 -0.007 0.130 0.018
H 0.081030 -0.626650 2.314361 0.144 -0.120 -0.259
```
Positions in Å, forces in eV/Å.

natural (NBO) atomic charge list, values in e, 8 entries: atom 1 (N): -0.789, atom 2 (C): 0.220, atom 3 (C): -0.151, atom 4 (N): -0.242, atom 5 (N): -0.257, atom 6 (C): -0.268, atom 7 (H): 0.390, atom 8 (H): 0.393

Entry from the OMol25 dataset: a single C3H5N3 molecule in a non-equilibrium geometry (ωB97M-V/def2-TZVPD).

The HOMO energy is -0.357 Ha. The calculation puts the gap between HOMO and LUMO at 10.445 eV. The SMILES is [H]/N=C(\C#N)NC. As for the LUMO energy: 0.7 eV. As for the energy above the lowest of the compared OMol25 structures with the same formula, charge and spin: 19.8 kcal per mole.

Structure (XYZ):
```
11
Properties=species:S:1:pos:R:3:forces:R:3
H -1.960140 -0.371019 1.539253 0.062 -0.016 -0.102
N -1.535416 -0.252128 0.623611 0.286 0.065 0.135
C -0.333027 0.161906 0.724661 -0.143 -0.107 -0.123
C 0.329811 0.361320 2.016698 0.382 0.089 1.010
N 0.835919 0.425155 3.055152 -0.486 0.030 -1.034
N 0.475849 0.412175 -0.347989 0.109 0.000 0.181
C 0.244198 -0.236214 -1.624026 -0.096 -0.064 -0.185
H 1.413863 0.716756 -0.144832 -0.067 -0.114 0.044
H 0.868319 -1.134022 -1.723086 -0.134 0.125 -0.012
H 0.465894 0.442533 -2.451626 -0.053 -0.056 0.146
H -0.805270 -0.526461 -1.667817 0.138 0.050 -0.060
```
Positions in Å, forces in eV/Å.

natural (NBO) atomic charge list, values in e, 8 entries: atom 1 (H): 0.359, atom 2 (N): -0.662, atom 3 (C): 0.335, atom 4 (C): 0.202, atom 5 (N): -0.272, atom 6 (N): -0.578, atom 7 (C): -0.423, atom 8 (H): 0.398

Entry from the OMol25 dataset: a single C3H5N3 molecule in a non-equilibrium geometry (ωB97M-V/def2-TZVPD).

The HOMO energy is -0.358 Ha. The calculation puts the gap between HOMO and LUMO at 10.437 eV. The SMILES is Cn1cnnc1. As for the LUMO energy: 0.7 eV. As for the energy above the lowest of the compared OMol25 structures with the same formula, charge and spin: 38.8 kcal per mole.

Structure (XYZ):
```
11
Properties=species:S:1:pos:R:3:forces:R:3
C -1.533657 -0.024092 -0.003274 0.412 -0.629 -0.070
N -0.029967 -0.108342 0.007916 1.111 -0.760 -0.160
C 0.678777 1.044024 0.040399 0.440 0.068 -0.052
N 1.971691 0.880371 0.016476 0.024 0.093 -0.098
N 2.217054 -0.460207 -0.043900 -0.681 -0.461 -0.153
C 1.107806 -1.135008 -0.092637 -1.421 1.585 1.070
H -1.916193 -0.712158 -0.750854 -0.046 -0.099 -0.009
H -1.922886 0.983050 -0.267641 0.885 -0.518 0.082
H -1.980299 -0.275955 0.965998 0.388 -0.090 -0.134
H 0.261603 2.053557 0.055925 -0.186 -0.598 0.033
H 1.146069 -2.245238 0.071590 -0.927 1.408 -0.508
```
Positions in Å, forces in eV/Å.

natural (NBO) atomic charge list, values in e, 8 entries: atom 1 (C): -0.401, atom 2 (N): -0.399, atom 3 (C): 0.174, atom 4 (N): -0.312, atom 5 (N): -0.266, atom 6 (C): 0.121, atom 7 (H): 0.215, atom 8 (H): 0.220

Entry from the OMol25 dataset: 2 unconnected molecules or ions with the total composition C3H5N3 in a non-equilibrium geometry (ωB97M-V/def2-TZVPD).

The HOMO energy is -0.376 Ha. The calculation puts the gap between HOMO and LUMO at 10.872 eV. As for the LUMO energy: 0.6 eV. As for the energy above the lowest of the compared OMol25 structures with the same formula, charge and spin: 53.1 kcal per mole.

Structure (XYZ):
```
11
Properties=species:S:1:pos:R:3:forces:R:3
C -1.512683 -0.370348 0.043462 -0.107 0.003 0.106
N -0.469758 -0.255113 -0.981320 0.158 0.017 -0.107
C 0.465125 0.675210 -0.929475 0.459 0.758 -0.313
N 1.290210 1.498541 -0.890142 -1.026 -0.483 -0.533
C 1.429663 -0.500810 1.724010 1.123 0.648 -0.135
N 2.174586 0.277263 1.245193 -1.021 -0.695 0.289
H -1.109144 -0.754704 0.985166 -0.121 0.083 -0.164
H -2.277721 -1.046940 -0.341660 0.106 0.089 0.083
H -1.972272 0.607875 0.202590 0.116 -0.134 -0.011
H -0.226929 -1.085066 -1.502246 -0.006 0.076 0.095
H 2.208923 0.954090 0.444417 0.319 -0.362 0.690
```
Positions in Å, forces in eV/Å.

natural (NBO) atomic charge list, values in e, 8 entries: atom 1 (C): -0.406, atom 2 (N): -0.642, atom 3 (C): 0.506, atom 4 (N): -0.463, atom 5 (C): 0.223, atom 6 (N): -0.742, atom 7 (H): 0.224, atom 8 (H): 0.212